Formula: C3H7N4
Source: OMol25
Level of theory: the ωB97M-V functional and the def2-TZVPD basis

Geometry as XYZ:
```
14
Properties=species:S:1:pos:R:3:nbo_charge:R:1
C -1.639 -0.424 0.069 0.21
C -1.043 1.623 -0.959 0.22
C -0.218 -0.803 0.814 -0.38
N -1.758 0.562 -0.588 -0.36
N -0.416 2.275 -0.091 -0.59
N 1.430 0.104 -0.410 -0.41
N 0.633 0.217 0.591 0.03
H -2.560 -0.998 0.309 0.26
H -1.217 1.874 -2.001 0.22
H -0.384 -0.972 1.904 0.29
H 0.062 -1.702 0.227 0.23
H 1.404 -0.622 -1.116 0.41
H 1.842 1.095 -0.605 0.46
H -0.235 1.958 0.960 0.41
```

* max |F|: 4.13 eV/A
* calculated total energy: -9173.1590 eV
* spin multiplicity: 1
* gap between HOMO and LUMO (spin up / spin down): 0.27666 / 0.27651 Eh
* ΔE to the lowest compared entry with this formula, charge and spin: 516.9 kJ/mol
* SMILES string: [H]/N=C\N=C/CN=[NH2+]
* charge: +1
* LUMO (spin up / spin down): -6.39 / -6.40 eV

Formula: C3H7N4
Source: OMol25
Level of theory: the ωB97M-V functional and the def2-TZVPD basis

Geometry as XYZ:
```
14
Properties=species:S:1:pos:R:3:nbo_charge:R:1
C -2.323 0.274 0.178 0.32
C 0.860 -0.612 0.836 0.56
C 2.219 -0.986 0.785 -0.77
N -1.504 -0.482 1.002 -0.32
N -0.276 -0.670 1.171 -0.04
N -1.601 1.069 -0.776 -0.48
N -0.005 0.901 -1.157 -0.61
H -3.411 -0.018 0.127 0.28
H 2.508 -1.705 0.133 0.29
H 2.754 -1.384 1.664 0.32
H 2.687 -0.038 0.606 0.28
H -1.834 2.017 -1.054 0.41
H -0.070 1.636 -1.847 0.38
H -0.005 -0.002 -1.666 0.37
```

* max |F|: 7.14 eV/A
* calculated total energy: -9172.0663 eV
* spin multiplicity: 1
* gap between HOMO and LUMO: 0.31627 Eh
* ΔE to the lowest compared entry with this formula, charge and spin: 622.3 kJ/mol
* SMILES string: CC#[N+]/N=C\NN
* charge: +1
* LUMO: -4.94 eV

Formula: C3H7N4
Source: OMol25
Level of theory: the ωB97M-V functional and the def2-TZVPD basis

Geometry as XYZ:
```
14
Properties=species:S:1:pos:R:3:nbo_charge:R:1
C -0.680 -0.055 0.019 0.52
C 2.503 0.211 -0.749 0.34
C -2.117 0.217 0.270 -0.73
N 2.695 -0.858 0.028 -0.04
N 3.174 0.193 0.527 0.11
N 0.161 0.837 -0.548 -0.75
N -0.314 -1.298 0.364 -0.75
H 2.532 0.763 -1.598 0.28
H -2.327 1.227 0.729 0.27
H -2.612 0.518 -0.683 0.28
H -2.600 -0.459 0.952 0.24
H -0.067 1.765 -0.593 0.39
H -1.066 -1.687 0.856 0.43
H 0.717 -1.374 0.425 0.41
```

* max |F|: 6.17 eV/A
* calculated total energy: -9172.5708 eV
* spin multiplicity: 1
* gap between HOMO and LUMO (spin up / spin down): 0.29654 / 0.29658 Eh
* ΔE to the lowest compared entry with this formula, charge and spin: 573.7 kJ/mol
* charge: +1
* LUMO (spin up / spin down): -6.29 / -6.29 eV

Formula: C3H7N4
Source: OMol25
Level of theory: the ωB97M-V functional and the def2-TZVPD basis

Geometry as XYZ:
```
14
Properties=species:S:1:pos:R:3:nbo_charge:R:1
C -1.054 0.984 -1.389 0.25
C 0.455 -0.030 0.169 0.37
C 1.649 0.192 1.041 -0.72
N -0.552 -2.810 1.451 -0.07
N -1.399 -3.540 1.438 0.07
N -1.494 -0.099 -1.813 -0.57
N -0.094 1.087 -0.379 -0.52
H -1.188 1.979 -1.733 0.18
H -0.126 -0.888 -0.129 0.28
H 2.188 1.163 0.875 0.27
H 2.332 -0.686 1.220 0.30
H 1.090 0.451 2.000 0.30
H -1.955 0.072 -2.708 0.39
H 0.148 2.124 -0.044 0.46
```

* max |F|: 4.61 eV/A
* calculated total energy: -9177.2390 eV
* spin multiplicity: 1
* gap between HOMO and LUMO: 0.35866 Eh
* ΔE to the lowest compared entry with this formula, charge and spin: 123.3 kJ/mol
* charge: +1
* LUMO: -5.85 eV

Formula: C3H7N4O
Source: OMol25
Level of theory: the ωB97M-V functional and the def2-TZVPD basis

Geometry as XYZ:
```
15
Properties=species:S:1:pos:R:3:nbo_charge:R:1
C 1.784 1.214 0.069 -0.06
C 0.312 0.994 0.400 0.14
C 1.479 -1.606 -0.068 0.82
N 2.607 0.306 -0.184 -0.36
N -0.293 -0.163 0.276 -0.27
N 0.299 -1.391 0.181 -0.34
N -2.753 0.294 -0.128 -1.01
O 2.261 -2.578 -0.042 -0.60
H 1.897 2.294 -0.111 0.21
H -0.421 1.901 0.424 0.23
H -1.420 -0.106 0.171 0.43
H -3.388 -0.451 -0.117 0.42
H -2.671 0.616 -1.021 0.39
H -2.940 1.127 0.438 0.41
H 3.247 -2.450 -0.287 0.58
```

* max |F|: 5.36 eV/A
* calculated total energy: -11220.7377 eV
* spin multiplicity: 1
* gap between HOMO and LUMO (spin up / spin down): 0.29416 / 0.29413 Eh
* ΔE to the lowest compared entry with this formula, charge and spin: 505.6 kJ/mol
* charge: +1
* LUMO (spin up / spin down): -5.01 / -5.01 eV

Formula: C3H7N4O2
Source: OMol25
Level of theory: the ωB97M-V functional and the def2-TZVPD basis

Geometry as XYZ:
```
16
Properties=species:S:1:pos:R:3:nbo_charge:R:1
C -0.108 1.368 0.494 0.34
C 0.803 -0.614 0.001 0.16
C -1.687 -0.539 0.913 -0.44
N 1.770 0.452 -0.183 -0.43
N -0.436 0.092 0.486 -0.34
N 1.063 1.622 0.065 -0.33
N 0.244 -1.207 -1.455 0.55
O 0.691 -0.708 -2.399 -0.32
O -0.586 -2.050 -1.312 -0.35
H -0.866 2.061 0.738 0.26
H 1.272 -1.373 0.623 0.25
H -1.967 -1.554 0.519 0.29
H -1.615 -0.767 2.000 0.24
H -2.446 0.159 0.602 0.24
H 2.348 0.497 -0.974 0.43
H 1.521 2.559 -0.117 0.47
```

* max |F|: 4.59 eV/A
* calculated total energy: -13268.2773 eV
* spin multiplicity: 1
* gap between HOMO and LUMO: 0.36839 Eh
* ΔE to the lowest compared entry with this formula, charge and spin: 470.1 kJ/mol
* SMILES string: CN1C=[NH+]N[C@@H]1[N+](=O)[O-]
* charge: +1
* LUMO: -3.75 eV

Formula: C3H7N4O3
Source: OMol25
Level of theory: the ωB97M-V functional and the def2-TZVPD basis

Geometry as XYZ:
```
17
Properties=species:S:1:pos:R:3:nbo_charge:R:1
C 0.296 0.916 -1.349 0.50
C -0.909 -0.496 2.007 0.38
C 0.164 -0.505 -1.886 -0.68
N -1.931 0.250 1.953 -0.66
N 0.646 1.165 -0.166 -0.12
N 0.575 1.270 1.011 0.01
N -1.076 -1.838 2.405 0.30
O -1.389 -2.103 3.548 -0.31
O 0.268 1.959 -2.176 -0.62
O -0.979 -2.837 1.475 -0.48
H -0.282 -1.086 -1.005 0.25
H -0.575 -0.494 -2.707 0.27
H 1.193 -0.717 -2.417 0.29
H -2.897 -0.021 2.040 0.42
H -1.798 1.188 1.608 0.43
H -1.264 -3.639 2.042 0.52
H 0.516 2.882 -1.765 0.53
```

* max |F|: 4.51 eV/A
* calculated total energy: -15311.3815 eV
* spin multiplicity: 1
* gap between HOMO and LUMO (spin up / spin down): 0.17010 / 0.29267 Eh
* ΔE to the lowest compared entry with this formula, charge and spin: 811.4 kJ/mol
* charge: +1
* LUMO (spin up / spin down): -6.42 / -4.64 eV

Formula: C3H7N4S
Source: OMol25
Level of theory: the ωB97M-V functional and the def2-TZVPD basis

Geometry as XYZ:
```
15
Properties=species:S:1:pos:R:3:nbo_charge:R:1
C -1.666 -1.457 0.449 0.19
C -1.051 0.614 0.428 0.59
C 2.291 -0.509 -0.406 -0.80
N -0.400 -1.487 0.619 -0.23
N -0.016 -0.235 0.675 -0.33
N -2.189 -0.216 0.409 -0.53
N -0.966 1.938 0.392 -0.78
S 1.542 0.309 0.925 0.52
H -2.275 -2.441 0.529 0.26
H 2.832 0.221 -0.968 0.25
H 1.605 -0.886 -1.094 0.25
H 2.983 -1.255 -0.187 0.25
H -3.117 -0.137 0.140 0.45
H -0.077 2.394 0.031 0.46
H -1.887 2.425 0.285 0.44
```

* max |F|: 4.46 eV/A
* calculated total energy: -20012.4360 eV
* spin multiplicity: 1
* gap between HOMO and LUMO: 0.37437 Eh
* ΔE to the lowest compared entry with this formula, charge and spin: 21.7 kJ/mol
* SMILES string: CSn1nc[nH]c1=[NH2+]
* charge: +1
* LUMO: -3.14 eV